Entry 1:
Formula: C19H31B3Br5Cl2F8LiN3NaO11P
Source: the Open Molecules 2025 dataset
Level of theory: the ωB97M-V functional and the def2-TZVPD basis

The geometry in XYZ format:
```
85
Properties=species:S:1:pos:R:3:mulliken_charge:R:1
C -2.52465 4.51620 3.62162 -0.362
C -3.35837 4.08397 2.54613 -0.161
B -4.36975 3.15085 1.58765 0.571
O -5.83788 3.32816 1.51353 -0.249
B -6.53793 2.00548 1.68215 0.394
Br -8.36713 2.11787 2.55179 -0.148
O -5.92216 0.70911 1.22431 -0.183
B -4.45845 0.81854 1.39988 0.239
P -3.33447 -0.36190 2.42507 0.883
N -3.96842 -1.85096 2.53612 -0.726
O -3.19925 0.34172 4.02395 -0.517
O -1.69713 -0.46324 1.77023 -0.446
O -3.81283 2.01882 0.76399 -0.234
H -2.06927 4.87669 4.66402 0.346
H -4.16494 -2.02290 3.56239 -0.004
H -2.21688 0.33284 4.29794 0.336
H -1.41092 0.43495 1.38848 0.330
Na -3.14211 -3.22054 4.69052 0.955
C -1.81769 3.18483 -1.87627 -0.566
N -0.62391 2.37080 -2.23110 0.756
O -0.46632 2.08732 -3.42428 -0.353
O 0.12121 2.03919 -1.30159 -0.493
H -2.37992 3.40285 -2.78683 0.326
H -2.42187 2.59820 -1.18119 0.085
H -1.46169 4.10713 -1.41276 0.317
C -6.51486 -3.15926 0.40414 0.221
Cl -6.80105 -4.40537 1.62494 -0.178
Cl -6.23251 -3.87903 -1.18552 -0.178
H -7.39017 -2.50734 0.34911 0.188
H -5.63719 -2.57499 0.69107 -0.113
C 4.30370 3.73320 -6.73204 -0.733
O 3.89946 2.40471 -7.04901 -0.305
C 4.67374 1.42322 -6.35270 -0.622
C 3.89978 0.84553 -5.16370 -0.211
O 3.70637 1.83004 -4.14301 -0.362
C 2.38673 2.36288 -4.15340 -0.982
H 3.54953 4.42286 -7.12170 0.238
H 4.38740 3.88425 -5.65421 0.298
H 5.26158 3.95114 -7.21290 0.322
H 5.63669 1.83819 -6.03220 0.326
H 4.87641 0.61573 -7.06414 0.395
H 4.49132 0.03839 -4.71896 0.373
H 2.94145 0.42150 -5.48610 0.113
H 1.68533 1.62235 -3.76059 0.341
H 2.08000 2.66555 -5.15950 0.493
H 2.36712 3.24367 -3.50639 0.354
O -6.53748 -1.19593 -3.37818 -0.595
H -6.30292 -1.78314 -4.11240 0.315
H -6.43974 -1.75380 -2.59191 0.286
Br -10.67042 1.19719 1.77312 -0.848
N 3.06763 -1.31203 -0.02396 -0.443
C 4.18338 -2.05400 -0.19702 -0.306
C 5.25817 -1.65893 -0.97734 -0.418
C 5.18533 -0.42976 -1.62412 -0.365
C 4.04844 0.35629 -1.46689 -0.261
C 3.02661 -0.12271 -0.66294 -0.281
H 4.19108 -3.00621 0.32537 0.405
H 6.13064 -2.29437 -1.07868 0.371
H 6.00765 -0.08697 -2.24535 0.449
H 3.96067 1.31880 -1.95796 0.387
H 2.12032 0.45546 -0.50592 0.467
C -0.20773 0.88954 -6.62237 0.920
Br -0.97683 2.56955 -7.23081 -0.034
Br -1.54710 -0.27170 -5.82134 -0.065
Br 0.77724 -0.01041 -8.03808 -0.052
H 0.51430 1.13451 -5.83643 -0.844
Li -10.51047 -1.33730 0.82802 0.851
C 3.92721 -2.78203 5.29183 -0.757
C 2.93554 -3.78372 4.68166 0.853
C 1.63917 -3.16897 4.16510 0.170
F 0.92841 -2.57131 5.14817 -0.290
F 0.83085 -4.12831 3.64065 -0.295
F 2.68996 -4.77434 5.58044 -0.272
F 3.56972 -4.38954 3.62808 -0.309
O 3.91701 -2.68150 6.71733 -0.398
C 2.94509 -1.78884 7.26065 0.743
C 1.91655 -2.50048 8.14672 0.202
F 1.22836 -3.44294 7.45190 -0.209
F 0.99350 -1.62471 8.62661 -0.255
F 2.37719 -1.07985 6.25654 -0.257
F 3.64649 -0.88879 8.00316 -0.287
H 4.93117 -3.15665 5.05566 0.428
H 3.88383 -1.79857 4.80877 0.369
H 1.83363 -2.43447 3.37836 0.301
H 2.39942 -2.99229 8.99457 0.252
```

Computed properties:
- E (eV) = -460126.60193
- frontier orbital gap (eV) = 4.6814
- net charge = +1

Entry 2:
Formula: C19H31BN2O4Ru
Source: the Open Molecules 2025 dataset
Level of theory: the ωB97M-V functional and the def2-TZVPD basis

The geometry in XYZ format:
```
58
Properties=species:S:1:pos:R:3:mulliken_charge:R:1
Ru 0.27083 -0.25180 0.05988 -0.158
C -2.10681 2.07145 1.94885 -1.826
C -1.06824 0.99543 2.02559 1.171
C -1.43721 -0.34395 2.09146 -0.347
C -0.48492 -1.36995 2.20556 1.051
C -0.88581 -2.81023 2.29767 -1.911
C 0.86818 -1.01605 2.26733 -1.243
C 1.29137 0.32828 2.19542 0.962
C 2.74172 0.68732 2.34069 -1.832
C 0.30498 1.31486 2.01946 -0.859
H -2.47482 2.28622 2.95430 0.398
H -2.95700 1.76014 1.34350 0.399
H -1.70682 2.99638 1.53732 0.369
H -2.48762 -0.60736 2.05124 0.583
H -1.01474 -3.08172 3.34758 0.409
H -0.12408 -3.45254 1.86197 0.403
H -1.82462 -2.99505 1.77982 0.393
H 1.61676 -1.79204 2.38056 0.583
H 2.99548 0.77653 3.39850 0.407
H 2.96258 1.63865 1.85940 0.403
H 3.37706 -0.07674 1.89636 0.300
H 0.62049 2.35127 1.96471 0.639
C -2.23068 1.28793 -3.01759 -1.763
C -1.50535 0.46350 -2.01758 0.301
N -0.74224 0.98116 -1.09846 0.760
O -0.58586 2.35746 -1.15472 -0.582
C -1.54073 -0.97204 -2.00255 0.474
C -2.22434 -1.84128 -2.99994 -1.793
N -0.78510 -1.47301 -1.04522 1.031
O -0.50840 -2.68554 -0.90737 -0.756
H -2.51740 2.25189 -2.60617 0.442
H -3.10970 0.75971 -3.37784 0.471
H -1.56987 1.47315 -3.86889 0.312
H 0.04135 2.54464 -0.44539 0.367
H -2.22496 -1.36475 -3.97960 0.473
H -3.25855 -2.06221 -2.72923 0.325
H -1.68600 -2.78508 -3.06644 0.419
C 5.02862 -0.91322 -2.13082 -1.864
C 3.54600 -1.21557 -2.18977 1.508
C 3.29333 -2.71382 -2.13467 -1.883
O 2.91506 -0.65299 -0.98939 -0.353
B 1.68928 -0.18170 -1.37901 0.735
O 1.50432 -0.13760 -2.72501 -0.314
C 2.78234 -0.49198 -3.34982 1.510
C 3.43142 0.80735 -3.79219 -1.928
C 2.46938 -1.37002 -4.54471 -1.873
H 5.48232 -1.46808 -1.31002 0.453
H 5.22055 0.14642 -1.97900 0.356
H 5.51889 -1.22585 -3.05450 0.374
H 3.76004 -3.11524 -1.23550 0.508
H 3.72890 -3.21959 -2.99639 0.375
H 2.22550 -2.93654 -2.09776 0.231
H 3.65367 1.45590 -2.94406 0.323
H 2.74727 1.33493 -4.45615 0.486
H 4.35828 0.62116 -4.33432 0.391
H 1.89295 -2.24656 -4.25848 0.368
H 3.38897 -1.69950 -5.03160 0.373
H 1.89358 -0.79720 -5.27138 0.448
```

Computed properties:
- energy relative to the best compared isomer or geometry (same formula, charge and spin) (kcal per mole) = 56.0
- E (eV) = -34628.84770
- frontier orbital gap (spin up / spin down) (eV) = 7.9983 / 6.9540
- multiplicity = 2
- ⟨S²⟩ = 0.758
- net charge = +1

Entry 3:
Formula: C19H31Cl2FO4
Source: the Open Molecules 2025 dataset
Level of theory: the ωB97M-V functional and the def2-TZVPD basis

The geometry in XYZ format:
```
57
Properties=species:S:1:pos:R:3:mulliken_charge:R:1
F -2.83832 3.68196 -6.17643 -0.311
C -3.05183 2.44294 -5.55452 0.497
C -3.02308 1.31867 -6.36331 -0.567
C -2.91994 0.07129 -5.71751 -0.233
C -3.10913 -0.04356 -4.39403 -0.540
C -3.27548 1.11353 -3.61393 -0.472
C -3.10907 2.35921 -4.17163 -0.545
H -2.96293 1.32816 -7.44159 0.391
H -2.73564 -0.82171 -6.29630 0.363
H -3.00050 -1.01698 -3.93900 0.399
H -3.39846 1.03986 -2.54349 0.565
H -3.12025 3.25300 -3.56548 0.417
C -0.06320 -1.05657 -0.53384 0.115
Cl -1.18324 0.09984 -1.11979 0.088
Cl -0.34661 -2.65884 -1.18238 0.035
H 0.98034 -0.75877 -0.63603 0.276
H -0.31889 -1.08873 0.52526 -0.674
C 2.25682 0.66256 4.21222 -1.987
C 2.51965 0.42917 2.75502 3.154
O 1.91211 -0.39690 2.12023 -0.935
C 3.57826 1.34996 2.14125 -1.881
H 2.78274 -0.16005 4.69678 0.446
H 1.18197 0.55616 4.35880 -0.241
H 2.66451 1.60942 4.56625 0.720
H 3.15388 2.10459 1.47902 0.369
H 4.22765 0.67326 1.58586 0.182
H 4.26766 1.85502 2.81782 0.456
C 0.08111 2.79756 0.95081 -0.920
C -0.76712 3.74872 0.12321 0.935
O -0.88488 3.56904 -1.08711 -0.554
C -1.45660 4.95925 0.73694 -1.260
H -0.33210 2.55262 1.92926 0.200
H 0.93348 3.34869 1.34807 0.392
H 0.40232 1.87127 0.47446 -0.179
H -2.40875 4.62470 1.14876 0.228
H -1.63604 5.78947 0.05385 0.328
H -0.73016 5.45088 1.38400 0.454
C 3.06079 -4.01776 -0.67805 -0.603
C 4.40189 -4.56671 -0.19492 0.473
O 5.09277 -3.97051 0.64389 -0.321
C 4.80757 -5.88328 -0.62171 -1.250
H 2.86279 -3.03295 -0.25492 -0.077
H 2.31921 -4.77764 -0.43163 0.363
H 3.07377 -3.87295 -1.75831 0.382
H 5.48237 -6.33858 0.10317 0.342
H 5.14167 -5.84525 -1.65855 0.306
H 3.93407 -6.53519 -0.63188 0.348
C -1.18735 -0.75034 3.43787 -1.045
C -2.43452 -0.26564 2.70769 0.781
O -2.52567 0.84738 2.23399 -0.323
C -3.69012 -1.11906 2.76015 -1.770
H -1.08391 -1.82668 3.30037 0.354
H -1.30083 -0.45392 4.48063 0.974
H -0.29697 -0.25416 3.05170 -0.790
H -4.14294 -1.04394 3.74879 0.442
H -3.31750 -2.13532 2.63178 0.389
H -4.46750 -0.81616 2.05870 0.319
```

Computed properties:
- E (eV) = -56155.86281
- frontier orbital gap (spin up / spin down) (eV) = 1.8075 / 9.5317
- multiplicity = 2
- ⟨S²⟩ = 0.750
- net charge = -1

Entry 4:
Formula: C19H31F9MoOP2
Source: the Open Molecules 2025 dataset
Level of theory: the ωB97M-V functional and the def2-TZVPD basis

The geometry in XYZ format:
```
63
Properties=species:S:1:pos:R:3:mulliken_charge:R:1
P 0.72518 -3.00611 -2.43355 0.618
P 1.49448 -0.00924 -3.05712 0.868
C 0.28270 -2.35802 -4.12283 -0.891
C 1.16238 -1.15308 -4.52632 -1.079
H -0.79477 -2.10586 -4.07101 0.437
H 0.39061 -3.20727 -4.80973 0.594
H 2.12363 -1.47776 -4.94858 0.334
H 0.66206 -0.53189 -5.27521 0.554
C -0.08094 0.93184 -3.13475 -1.232
H 0.04186 1.87413 -2.57778 0.321
H -0.87516 0.32897 -2.67393 0.301
H -0.37361 1.15722 -4.17420 0.676
C 2.69787 1.32292 -3.37148 -1.253
H 2.51977 1.84533 -4.32240 0.412
H 3.71716 0.92130 -3.35517 0.434
H 2.60794 2.04584 -2.54924 0.418
C -0.25157 -4.40207 -1.91232 -1.000
H 0.28173 -4.90724 -1.09123 0.414
H -0.42283 -5.11444 -2.73278 0.437
H -1.21200 -4.02983 -1.52525 0.383
C 2.44671 -3.59950 -2.82330 -0.862
H 2.55232 -3.80273 -3.89666 0.466
H 2.71055 -4.46818 -2.20468 0.483
H 3.15179 -2.71685 -2.54193 0.294
Mo 2.13042 -1.55893 -1.66552 -0.121
C -0.60086 3.35425 0.69254 -0.702
C -1.80408 3.85544 0.24694 -0.601
C -3.02854 3.06353 0.03672 -0.936
C -3.40489 2.13327 1.23604 -0.518
C -3.15624 0.67133 1.10293 -0.531
C -2.00789 0.13943 0.65974 -0.489
C -0.95332 0.96050 -0.05434 1.374
C -0.27061 2.01132 0.72794 -0.348
C 2.40899 -1.89534 0.41889 -0.908
H 0.15752 4.06694 1.02731 0.495
H -1.87884 4.92799 0.05724 0.486
H -3.04891 2.51173 -0.91755 0.317
H -3.84370 3.80545 -0.03459 0.429
H -2.88559 2.48658 2.14483 0.046
H -4.47722 2.30567 1.42981 0.493
H -3.92782 0.03736 1.55669 0.433
H -1.78379 -0.93102 0.76452 0.348
H -1.41104 1.43189 -0.92906 0.116
H -0.17496 0.25200 -0.39631 -0.880
H -0.55209 0.39022 2.30214 -0.277
H 0.66081 1.74228 1.22386 0.689
H 3.45569 -1.53891 0.54276 0.489
H 2.35906 -2.97616 0.62724 0.331
H 1.71612 -1.34280 1.06889 0.092
F 1.73410 -1.31089 4.31046 -0.229
C 1.39551 -0.11421 4.84012 0.427
F 1.27505 -0.25030 6.18704 -0.219
F 2.42598 0.74006 4.59282 -0.245
C 0.07990 0.38153 4.17764 0.747
O 0.23386 0.06553 2.80505 -0.275
C -1.17905 -0.33693 4.72777 0.599
F -1.50168 0.02672 5.99246 -0.235
F -2.24708 -0.04203 3.92423 -0.134
F -1.01291 -1.67938 4.68755 -0.260
C -0.06947 1.90673 4.44624 0.586
F 0.15004 2.19316 5.75442 -0.235
F 0.80072 2.62600 3.69423 -0.240
F -1.32109 2.35255 4.12172 -0.239
```

Computed properties:
- energy relative to the best compared isomer or geometry (same formula, charge and spin) (kcal per mole) = 0.0
- E (eV) = -67121.98123
- frontier orbital gap (spin up / spin down) (eV) = 3.2328 / 5.3295
- multiplicity = 3
- ⟨S²⟩ = 2.043
- net charge = +2

Entry 5:
Formula: C19H31IO10
Source: the Open Molecules 2025 dataset
Level of theory: the ωB97M-V functional and the def2-TZVPD basis

The geometry in XYZ format:
```
61
Properties=species:S:1:pos:R:3:mulliken_charge:R:1
O 4.13295 -1.80341 3.55754 -0.480
C 4.41168 -1.71340 2.39102 0.136
O 3.49165 -1.49667 1.43775 -0.185
C 4.01438 -1.59248 0.10109 -0.937
C 2.96722 -1.17549 -0.89999 -1.365
C 2.33347 0.13720 -0.59140 -0.121
C 1.14433 0.30899 0.00879 0.844
C 0.27941 -0.81902 0.46810 -1.060
C -0.94251 -1.02927 -0.44775 -0.406
C -2.22377 -1.23947 0.33813 -1.127
I -2.06045 -2.92338 1.67390 -0.036
C 0.58469 1.67652 0.20120 0.847
O -0.60803 1.79392 0.47375 -0.683
C 1.45848 2.85762 0.04389 0.468
C 1.02407 4.21089 0.55181 -0.913
C -0.43599 4.35533 0.90125 0.307
O -1.23385 4.90228 0.17090 -0.571
O -0.77930 3.87640 2.13303 -0.415
C 2.65918 2.69317 -0.53994 0.481
C 3.66027 3.78118 -0.77140 -1.256
C 5.03698 3.47694 -0.21211 -0.555
O 5.74907 4.72046 -0.31214 -0.521
C 3.07305 1.34715 -1.03043 0.222
O 4.03063 1.23719 -1.79356 -0.662
H 5.44548 -1.81130 2.03725 0.343
H 4.27204 -2.62922 -0.09650 0.439
H 4.91576 -0.99875 -0.02645 0.552
H 3.45185 -1.08601 -1.86666 0.540
H 2.21516 -1.94034 -1.01980 0.201
H -0.10218 -0.53909 1.44640 0.598
H 0.84721 -1.72402 0.60272 0.724
H -1.09567 -0.13620 -1.03848 0.393
H -0.81379 -1.89686 -1.08667 0.182
H -2.42721 -0.36578 0.94291 0.465
H -3.07275 -1.39982 -0.30939 0.450
H 1.65926 4.50316 1.38015 0.453
H 1.20894 4.92831 -0.23507 0.527
H -1.36285 4.54164 2.50888 0.350
H 3.77691 3.89584 -1.84556 0.336
H 3.37226 4.73380 -0.35277 0.390
H 5.55647 2.73989 -0.80687 0.332
H 4.98509 3.20159 0.83996 0.366
H 6.63456 4.58258 0.01626 0.311
C -6.11840 -1.23914 -0.27010 -0.481
O -5.18222 -0.47452 -1.03840 -0.495
H -5.57318 -1.76440 0.50336 0.158
H -6.85481 -0.58335 0.19784 0.272
H -6.62683 -1.96974 -0.90576 0.297
H -5.66757 -0.00991 -1.72248 0.269
C -8.48995 -2.85328 2.28112 -0.587
O -7.09743 -2.55367 2.25650 -0.418
H -8.77752 -3.15986 1.27871 0.213
H -8.70458 -3.66983 2.97516 0.268
H -9.07603 -1.97476 2.56433 0.276
H -6.84191 -2.28302 3.14109 0.264
C 0.32928 -4.15333 -3.33418 -0.655
O 1.40506 -3.32364 -2.89800 -0.423
H -0.23440 -4.44955 -2.45349 0.242
H -0.33285 -3.61032 -4.01301 0.277
H 0.70426 -5.05014 -3.83312 0.295
H 1.90494 -3.05960 -3.67333 0.268
```

Computed properties:
- SMILES string = O=COCCC1=C(CCCI)C(=O)C(CC(=O)O)=C(CCO)C1=O.CO.CO.CO
- E (eV) = -48779.35453
- frontier orbital gap (eV) = 7.6623
- net charge = 0

Entry 6:
Formula: C19H31N3
Source: the Open Molecules 2025 dataset
Level of theory: the ωB97M-V functional and the def2-TZVPD basis

The geometry in XYZ format:
```
53
Properties=species:S:1:pos:R:3:mulliken_charge:R:1
C 3.57199 2.91636 0.79715 -1.553
H 3.36553 3.95011 1.06667 0.421
H 4.63378 2.82630 0.57625 0.363
H 3.01306 2.68592 -0.10623 0.326
C 3.18885 1.98267 1.94295 1.188
C 3.93118 2.39259 3.21393 -1.695
H 3.64474 1.75768 4.04928 0.409
H 3.70414 3.42418 3.47418 0.420
H 5.00604 2.30449 3.06930 0.346
C 3.50116 0.51961 1.61258 -1.510
H 4.54973 0.43217 1.31821 0.480
H 3.35122 -0.08238 2.51221 0.365
C 2.63200 -0.08670 0.50404 0.097
N 1.22579 -0.07469 0.90749 0.944
C 0.91425 -1.39995 1.21680 -0.389
N 1.81390 -2.27512 0.97073 -0.676
C 2.92706 -1.60052 0.34359 -0.852
H 3.85352 -1.88858 0.84337 0.448
H 2.99849 -1.91010 -0.70641 0.298
N -0.31832 -1.69693 1.74420 0.582
C -0.59829 -3.10716 1.90339 -1.158
H -0.08850 -3.53365 2.77432 0.367
H -0.25382 -3.63153 1.01655 0.328
H -1.67490 -3.23722 2.01753 0.324
C -0.79163 -0.89019 2.85118 -1.050
H -0.35845 0.10527 2.80453 0.336
H -1.88099 -0.81645 2.80882 0.323
H -0.51410 -1.34019 3.81278 0.329
C 0.28175 0.75776 0.19338 -1.170
H -0.68820 0.65870 0.68008 0.491
H 0.60903 1.79743 0.29890 0.267
C 0.11980 0.44899 -1.30448 -0.791
C -0.43345 -0.94222 -1.60985 -0.970
H -0.35757 -1.11053 -2.68717 0.559
H 0.17758 -1.69625 -1.11190 0.485
C -1.89584 -1.13284 -1.18514 -0.648
C -2.80731 -0.18329 -1.90722 0.151
C -3.15095 -0.41733 -3.23377 -0.351
C -3.95966 0.46720 -3.92334 -0.642
C -4.43885 1.60439 -3.29502 -0.415
C -4.10695 1.84659 -1.97362 -0.755
C -3.29733 0.95852 -1.28680 0.003
H -3.04613 1.15439 -0.25354 0.337
H -4.47961 2.73028 -1.47562 0.383
H -5.07020 2.29665 -3.83248 0.377
H -4.21863 0.26941 -4.95357 0.376
H -2.78258 -1.30543 -3.72800 0.387
H -1.98200 -0.99754 -0.10733 0.127
H -2.18424 -2.16101 -1.41642 0.483
H 1.08780 0.55306 -1.80043 0.365
H -0.54721 1.20410 -1.72776 0.660
H 2.78034 0.45769 -0.43037 0.402
H 2.11344 2.07027 2.12944 0.077
```

Computed properties:
- energy relative to the best compared isomer or geometry (same formula, charge and spin) (kcal per mole) = 8.2
- SMILES string = CC(C)C[C@H]1CN=C(N(C)C)N1CCCCc1ccccc1
- E (eV) = -24676.88054
- frontier orbital gap (eV) = 8.9046
- net charge = 0